(1)
# C14H18N2O5

An isolated molecule of C14H18N2O5 (wB97M-V/def2-TZVPD, the Open Molecules 2025 dataset).

The geometry in XYZ format:
```
39
Properties=species:S:1:pos:R:3:lowdin_charge:R:1
C -1.450 1.423 1.230 -0.555
H -2.202 0.297 -4.360 0.103
C -1.758 2.266 -1.645 -0.204
H 0.100 0.571 3.154 0.155
C -0.367 1.266 -3.833 -0.089
H -1.380 -2.108 3.259 0.082
H 0.079 3.221 -1.113 0.112
O -2.579 1.668 0.539 0.028
C -1.700 0.940 -3.651 -0.081
N 1.238 -0.096 0.968 0.099
H 1.527 -0.779 -1.011 0.130
N -1.568 0.302 1.969 0.139
H -3.536 2.983 -0.645 0.132
C -0.440 -0.263 2.693 -0.261
O 0.541 -2.163 1.533 0.094
H 1.312 2.345 -3.059 0.103
H 4.141 -4.047 0.112 0.094
C -2.392 1.435 -2.560 -0.035
C 2.769 -1.871 0.368 -0.529
C 3.082 -4.126 -0.141 -0.042
O 3.451 -1.959 1.352 0.118
H -1.992 3.589 0.039 0.129
C 0.496 -0.959 1.682 -0.432
H 2.864 0.170 -0.288 0.137
C -0.931 -1.244 3.744 -0.036
O 2.564 -2.853 -0.506 -0.041
C -2.498 2.733 -0.418 -0.111
H 1.059 0.899 1.048 0.117
C 0.271 2.090 -2.922 -0.081
H -1.660 -0.770 4.396 0.083
H -0.090 -1.590 4.337 0.090
H 0.174 0.877 -4.683 0.102
H 2.535 -4.506 0.724 0.101
O -0.463 2.128 1.207 0.073
H 2.937 -4.774 -1.002 0.091
H -3.430 1.175 -2.412 0.116
C 2.093 -0.578 -0.094 -0.050
H -2.376 -0.282 1.822 0.160
C -0.420 2.589 -1.831 -0.041
```

The calculation puts the HOMO energy at -9.4667 eV. The value obtained for the energy above the lowest of the compared OMol25 structures with the same formula, charge and spin is 11.8 kcal/mol. As for the orbital gap: 0.374 hartree. For the total energy, the calculation gives -1030.05950 hartree. As for the SMILES: COC(=O)CNC(=O)[C@H](C)NC(=O)OCc1ccccc1.

=====

(2)
# C14H18N2O6

A structure of composition C14H18N2O6 in a non-equilibrium geometry (wB97M-V/def2-TZVPD, the Open Molecules 2025 dataset).

The geometry in XYZ format:
```
40
Properties=species:S:1:pos:R:3:lowdin_charge:R:1
C 3.381 -0.706 0.593 -0.173
C -2.204 0.941 1.033 -0.065
H -3.664 -2.099 0.118 0.188
H -0.539 -0.002 0.775 0.113
H -3.400 4.553 0.045 0.229
H 3.241 -1.641 0.996 0.079
C -3.035 -1.347 0.975 -0.133
O 5.923 1.402 -1.381 0.001
O -3.567 3.900 -0.895 -0.063
C -3.843 0.290 -0.770 -0.011
H 4.046 -0.781 -1.479 0.078
H -4.367 -0.539 -1.349 0.127
C -2.536 2.249 0.598 -0.056
C 4.725 1.091 -0.703 -0.420
O -2.970 -2.369 -1.458 0.029
H 0.077 -3.424 -0.914 0.124
C 4.333 -0.404 -0.601 -0.071
H -4.715 1.970 -2.024 0.122
H 2.225 1.743 0.332 0.068
C -3.152 -0.045 0.481 -0.260
C -3.365 2.592 -0.520 -0.378
H 5.368 -0.826 -0.364 0.139
N -0.462 -1.063 0.586 0.107
C 1.985 -0.277 0.397 -0.303
H -3.215 -1.446 2.093 0.141
C -1.821 -2.495 -0.968 -0.374
H 2.080 1.200 2.087 0.162
H 3.893 -0.083 1.472 0.160
C 0.832 -1.310 0.434 -0.378
O -0.761 -3.213 -1.445 0.090
H -1.692 3.306 0.594 0.192
C -4.112 1.585 -1.192 -0.015
O 1.266 -2.490 0.180 -0.043
H 2.088 -0.326 -0.775 0.183
H 6.605 0.565 -1.101 0.200
H -1.544 -2.815 1.228 0.197
C -1.634 -1.912 0.444 -0.186
H -1.331 0.973 1.769 0.127
O 4.200 2.144 -0.285 0.060
N 1.659 1.107 0.994 0.013
```

The calculation puts the HOMO energy at -8.1278 eV. The value obtained for the energy above the lowest of the compared OMol25 structures with the same formula, charge and spin is 196.5 kcal/mol. As for the orbital gap: 0.302 hartree. For the total energy, the calculation gives -1104.98494 hartree.

=====

(3)
# C14H18N4O

An isolated molecule of C14H18N4O (wB97M-V/def2-TZVPD, the Open Molecules 2025 dataset).

The geometry in XYZ format:
```
37
Properties=species:S:1:pos:R:3:lowdin_charge:R:1
C 5.289 0.386 0.534 -0.077
C 3.112 -0.466 -0.007 -0.074
H -4.405 0.209 1.548 0.111
H -3.165 2.200 0.517 0.122
H 5.509 2.516 0.432 0.104
H -1.946 0.795 2.023 0.124
H 0.358 -3.030 -0.238 0.100
C -1.660 0.152 1.184 -0.185
H 3.159 2.913 -0.253 0.112
H -2.733 -1.541 1.978 0.109
N 1.356 1.090 -0.612 0.179
N -0.019 -2.239 -0.769 0.107
C -3.951 0.492 -0.534 -0.185
C 4.830 1.685 0.306 -0.072
C 2.646 0.842 -0.238 -0.211
H -0.874 1.160 -1.916 0.132
C -4.054 -0.394 0.706 -0.207
C 3.530 1.917 -0.075 -0.011
N 0.915 -1.198 -0.598 -0.013
H -4.779 -1.194 0.541 0.106
O 2.444 -2.761 -0.034 0.063
C 2.201 -1.577 -0.193 -0.363
C 4.438 -0.683 0.379 -0.011
C 0.541 0.111 -0.759 -0.261
H -1.371 -0.504 -1.492 0.102
C -2.685 -0.979 1.044 -0.186
H -0.670 -0.255 1.400 0.112
H -0.035 -2.526 -1.749 0.114
H -2.764 2.183 -1.206 0.117
H -2.365 -1.666 0.258 0.088
H 6.313 0.224 0.833 0.102
H 4.764 -1.699 0.547 0.119
H -4.907 0.980 -0.733 0.107
N -1.569 1.008 0.016 -0.158
H -3.700 -0.119 -1.403 0.105
C -2.868 1.557 -0.317 -0.195
C -0.887 0.409 -1.122 -0.124
```

The calculation puts the HOMO energy at -8.2148 eV. The value obtained for the energy above the lowest of the compared OMol25 structures with the same formula, charge and spin is 26.7 kcal/mol. As for the orbital gap: 0.324 hartree. For the total energy, the calculation gives -838.55294 hartree. As for the SMILES: Nn1c(CN2CCCCC2)nc2ccccc2c1=O.

=====

(4)
# C14H18N4O2S

An isolated molecule of C14H18N4O2S in a non-equilibrium geometry (wB97M-V/def2-TZVPD, the Open Molecules 2025 dataset).

The geometry in XYZ format:
```
39
Properties=species:S:1:pos:R:3:lowdin_charge:R:1
H -0.975 -0.016 3.011 0.077
N -2.412 0.504 -1.908 -0.054
H -3.074 -2.018 -3.910 0.109
H -0.910 -0.903 -3.861 0.114
S -0.755 2.492 0.879 0.998
H -0.674 1.200 -2.852 0.096
C -1.771 -0.260 -4.038 -0.161
N 0.389 0.684 -0.794 0.031
C 0.256 1.160 0.419 -0.609
H 2.060 0.407 3.088 0.119
C 0.014 -0.232 3.409 -0.051
H -3.983 -0.845 -1.610 0.124
C 3.981 -3.192 1.090 -0.054
H 0.848 1.703 2.927 0.102
C -1.707 0.946 -3.098 -0.166
H 3.112 -2.558 -0.871 0.113
H -2.613 3.202 -0.374 0.090
N 1.236 -0.348 -0.731 0.091
C -1.832 2.472 -0.584 -0.346
C 2.542 -1.502 0.945 -0.202
C 1.621 -0.492 0.516 -0.225
C -3.005 -0.812 -2.093 -0.138
C -3.049 -0.974 -3.606 -0.167
N 1.024 0.463 1.301 -0.001
H -2.214 1.815 -3.535 0.124
H 0.012 -0.041 4.478 0.077
C 1.057 0.648 2.729 -0.196
H -1.247 2.772 -1.447 0.065
H -2.365 -1.571 -1.629 0.133
H 0.237 -1.283 3.241 0.076
O -2.981 0.552 0.259 0.031
C -2.452 1.082 -0.702 -0.563
C 3.197 -2.442 0.188 -0.002
H 4.627 -4.013 0.854 0.103
O 2.882 -1.640 2.249 0.031
H 4.127 -2.910 3.295 0.121
H -1.781 0.036 -5.085 0.108
H -3.924 -0.467 -4.014 0.113
C 3.750 -2.662 2.322 -0.110
```

The calculation puts the HOMO energy at -7.8437 eV. The value obtained for the energy above the lowest of the compared OMol25 structures with the same formula, charge and spin is 23.8 kcal/mol. As for the orbital gap: 0.315 hartree. For the total energy, the calculation gives -1311.96791 hartree. As for the SMILES: CCn1c(SCC(=O)N2CCCC2)nnc1-c1ccco1.

=====

(5)
# C14H18N6O

An isolated molecule of C14H18N6O in a non-equilibrium geometry (wB97M-V/def2-TZVPD, the Open Molecules 2025 dataset).

The geometry in XYZ format:
```
39
Properties=species:S:1:pos:R:3:lowdin_charge:R:1
H 3.744 2.197 -0.626 0.069
C 0.825 -0.269 0.361 -0.424
H -5.463 -2.067 0.440 0.110
N 2.115 0.104 0.272 -0.026
C 2.894 0.216 -0.950 -0.337
C -4.569 -0.169 0.007 -0.155
H -4.015 1.880 -0.358 0.111
C 4.979 -0.152 0.466 -0.198
C -4.816 1.200 -0.097 -0.096
C 4.074 -0.339 1.678 -0.167
N -2.176 -0.001 -0.562 0.195
H 5.302 0.888 0.403 0.107
N -2.949 -2.027 -0.169 0.087
H -7.956 1.428 0.593 0.102
H 0.144 0.207 -1.660 0.134
O 0.219 -0.331 1.409 0.074
H -7.722 -1.046 0.839 0.101
N -1.701 -2.133 -0.445 0.074
C 3.103 1.684 -1.336 -0.029
C -6.873 -0.437 0.569 -0.057
C -7.004 0.938 0.434 -0.153
H 2.340 -0.263 -1.760 0.125
H 0.555 -1.531 -1.400 0.135
C -3.251 -0.713 -0.234 -0.306
H 3.995 -1.617 -0.746 0.120
C 4.218 -0.548 -0.794 -0.146
H 2.146 2.200 -1.369 0.084
C -5.631 -1.005 0.351 -0.016
C 2.803 0.482 1.497 -0.132
H 4.580 -0.022 2.591 0.114
H 5.873 -0.771 0.562 0.111
H 2.107 0.313 2.320 0.122
H 4.830 -0.373 -1.680 0.116
N -6.001 1.738 0.109 0.060
H 3.811 -1.393 1.782 0.121
N -1.253 -0.925 -0.676 -0.212
C 0.113 -0.633 -0.963 -0.031
H 3.047 1.549 1.461 0.128
H 3.564 1.742 -2.318 0.084
```

The calculation puts the HOMO energy at -9.0219 eV. The value obtained for the energy above the lowest of the compared OMol25 structures with the same formula, charge and spin is 4.0 kcal/mol. As for the orbital gap: 0.352 hartree. For the total energy, the calculation gives -948.05781 hartree. As for the SMILES: C[C@H]1CCCCN1C(=O)Cn1nnc(-c2cccnc2)n1.

=====

(6)
# C14H19Cl3GeN6O4RuS3

A structure of composition C14H19Cl3GeN6O4RuS3 in a non-equilibrium geometry (wB97M-V/def2-TZVPD, the Open Molecules 2025 dataset).

The geometry in XYZ format:
```
51
Properties=species:S:1:pos:R:3:mulliken_spin:R:1
Ru -0.022 0.783 0.863 2.362
H 0.975 -4.137 1.064 0.006
O 0.252 0.555 -1.177 0.380
N -1.471 2.341 -6.161 -0.018
H -3.934 -1.691 3.660 0.000
Ge 1.038 3.071 1.510 0.090
H -2.171 3.377 -3.834 0.000
H 2.197 -3.024 -1.057 0.007
H 0.261 0.374 -5.631 0.003
C 2.069 -0.249 3.706 -0.002
S 2.796 0.113 0.963 0.156
S 0.527 -1.030 3.125 0.150
H 1.030 -0.363 -3.393 0.005
N -2.324 -0.649 1.978 -0.003
H -3.044 0.103 -1.014 -0.001
H 1.749 0.754 3.990 -0.003
C -0.166 1.042 -2.284 0.075
Cl 2.544 3.388 3.017 0.029
H 2.191 -2.704 2.616 -0.004
Cl -0.567 1.919 2.877 0.036
H 3.272 -2.272 1.027 -0.001
O -1.016 1.744 -7.100 0.012
N -1.982 -0.094 0.837 0.033
H 3.853 -1.075 2.750 0.001
C 1.974 -2.021 -0.684 0.002
N -4.198 -1.820 2.692 0.002
H 1.868 -1.335 -1.524 -0.008
N -4.001 -0.872 0.598 0.003
C -1.481 2.553 -3.709 -0.001
C -0.098 0.853 -4.729 -0.061
O -2.270 3.240 -6.175 0.028
Cl 0.228 4.978 1.052 0.017
C 3.231 -0.181 2.724 -0.002
H 4.002 -1.455 -0.354 0.005
C 0.449 -3.254 1.432 0.006
S 0.298 -2.072 0.041 0.145
C 1.109 -2.723 2.694 0.001
C -1.605 2.857 -1.287 -0.025
H 2.377 -0.783 4.607 0.005
O -1.412 2.576 -0.116 0.105
H -0.586 -3.526 1.639 -0.003
H -5.184 -1.930 2.485 0.000
C 3.084 -1.559 0.229 -0.001
H 3.859 0.667 3.002 0.001
C 0.317 0.442 -3.491 0.153
C -3.010 -0.240 -0.001 0.006
H -2.229 3.736 -1.527 0.007
C -1.088 2.146 -2.432 0.079
N -3.532 -1.099 1.798 0.005
C -1.007 1.910 -4.836 0.210
H 0.844 -3.365 3.536 0.008
```

The calculation puts the HOMO energy (spin up / spin down) at -14.3378 / -14.7339 eV. The charge is +2. The value obtained for the energy above the lowest of the compared OMol25 structures with the same formula, charge and spin is 42.1 kcal/mol. As for the orbital gap (spin up / spin down): 0.248 / 0.183 hartree. For the total energy, the calculation gives -5920.64258 hartree. Its multiplicity is 5. Its expectation value of S² is 6.0648.